A structure of composition C39H50N7O2STa in a non-equilibrium geometry, computed with wB97M-V/def2-TZVPD.

- energy (eV) = -68151.0049
- net charge = +2
- highest occupied orbital energy (eV) = -12.775
- energy relative to the best compared isomer or geometry (same formula, charge and spin) (kcal/mol) = 76.8
- orbital gap (eV) = 6.62
- LUMO (eV) = -6.159

Each line ends with the Mulliken charge.
Element x y z (Å)
Ta 0.22039 0.06244 0.32771  2.1163
C 2.38062 -0.60809 2.89553  -1.1485
C 0.98254 -0.62077 3.39630  -0.2556
N 0.06225 -1.06881 2.34820  -0.1583
C 0.21405 -2.52020 2.16697  -1.7486
C 1.23990 -2.82547 1.12285  -0.1574
C 1.88493 -4.05600 1.10797  -0.4088
C 2.76085 -4.34512 0.06412  -1.2034
C 2.97947 -3.36176 -0.89743  -0.9279
C 2.30329 -2.16708 -0.77823  1.0295
C 2.44575 -1.06833 -1.74414  -2.0856
N 2.36576 0.20997 -1.04024  -0.1926
C 3.55430 0.66910 -0.31812  -1.0762
C 3.67221 -0.00802 0.97626  -0.8810
N 2.42324 0.23347 1.71830  -0.2184
N 1.42526 -1.89540 0.19367  1.9009
H 2.73251 -1.60031 2.62216  0.4661
H 3.03639 -0.25789 3.69726  0.6577
H 0.69092 0.39790 3.69726  -0.1244
H 0.91004 -1.25027 4.28807  0.5434
H -0.87633 -0.88686 2.66628  0.3855
H -0.73993 -2.94601 1.86293  0.3885
H 0.48226 -3.01210 3.10806  0.5041
H 1.69604 -4.77381 1.89363  0.6054
H 3.25994 -5.30226 0.00427  0.4928
H 3.66083 -3.52072 -1.72072  0.6247
H 1.60424 -1.13573 -2.44236  0.2126
H 3.36711 -1.15563 -2.32658  0.6204
H 2.18440 0.90895 -1.76019  0.3266
H 3.45879 1.73009 -0.14607  0.3153
H 4.45621 0.51040 -0.91868  0.5408
H 4.54124 0.37622 1.51889  0.5980
H 3.83638 -1.07719 0.85765  0.5233
H 2.44194 1.20597 2.00799  -0.2323
O -1.27810 1.99015 -0.44912  -0.5803
S -1.45129 1.60677 -1.84944  1.6079
O -2.78209 1.47492 -2.33773  -0.6249
N -0.62765 0.18901 -1.81928  -0.0545
C -1.06828 -0.80254 -2.76179  0.1325
C -1.62827 -0.48634 -3.97742  -0.7210
C -1.99783 -1.45399 -4.92712  -1.3181
C -1.82847 -2.78089 -4.65940  -0.9404
C -1.33107 -3.15848 -3.39402  1.1779
C -1.23545 -4.52175 -3.03589  -1.0458
C -0.84611 -4.84769 -1.76579  -1.5215
C -0.57930 -3.80048 -0.87147  0.4427
N -0.59995 -2.52129 -1.16335  0.6683
C -0.96301 -2.18121 -2.43381  -0.4099
C -0.53263 2.81919 -2.79026  0.7001
C 0.00680 3.89136 -2.08322  -0.4181
C 0.78542 4.83057 -2.74316  -0.7305
C 1.01452 4.71440 -4.10293  -0.5559
C 0.43651 3.67384 -4.81450  -0.8963
C -0.33239 2.72074 -4.16743  -0.6645
H -1.83671 0.53289 -4.22030  0.6911
H -2.41642 -1.12797 -5.86866  0.4607
H -2.10066 -3.54360 -5.37601  0.4703
H -1.49683 -5.28247 -3.75983  0.4833
H -0.77175 -5.87248 -1.43235  0.5380
H -0.34563 -4.06690 0.15833  0.2255
H -0.20386 3.99920 -1.03387  0.6258
H 1.20542 5.65941 -2.19058  0.4645
H 1.63018 5.44206 -4.61362  0.4395
H 0.58205 3.59936 -5.88278  0.4468
H -0.76174 1.92733 -4.74860  0.2446
C 3.07153 3.60936 1.58988  -1.7585
C 1.67517 3.04142 1.87168  0.5693
C 0.75750 4.18662 2.32067  -1.9127
C 1.00769 2.34682 0.65118  -1.7658
H 3.36273 4.28693 2.39168  0.4537
H 3.07525 4.17924 0.65889  0.3553
H 3.84721 2.84758 1.52524  0.2846
H 1.76116 2.36876 2.72864  0.2849
H 0.71347 4.95529 1.54727  0.4268
H 1.14322 4.65255 3.22894  0.5184
H -0.25233 3.83885 2.51435  0.2402
H 1.56278 2.46816 -0.27645  1.2073
H 0.01438 2.71045 0.54428  1.2337
C -5.19814 -1.39963 1.33473  -1.0798
N -3.88473 -1.48400 0.72334  0.1804
C -3.08268 -2.47863 1.31884  -0.5601
C -3.24444 -0.20652 0.43695  -0.2719
C -2.64294 0.57327 1.60779  1.1165
C -3.54124 1.22819 2.44485  -0.7093
C -3.12481 1.86762 3.59885  -1.1387
C -1.77970 1.90246 3.91409  -1.1773
C -0.85587 1.32242 3.05781  0.3867
C -1.24433 0.61886 1.91571  1.0526
H -5.69868 -2.36295 1.24034  0.3734
H -5.79764 -0.65757 0.80986  0.3357
H -5.16572 -1.13744 2.40115  0.3746
H -3.61857 -3.43018 1.31408  0.5643
H -2.82986 -2.24506 2.36765  0.3615
H -2.17351 -2.59101 0.73703  -0.3793
H -4.01369 0.40359 -0.03950  0.9894
H -2.45722 -0.38327 -0.31356  -1.4697
H -4.59091 1.24239 2.17727  0.6263
H -3.84665 2.35447 4.24038  0.4572
H -1.44012 2.42090 4.80116  0.5250
H 0.18851 1.48623 3.28077  -0.0654